A structure of composition C24H24N2O3RhS. Source: the OMol25 dataset; level of theory: ωB97M-V/def2-TZVPD.

Calculated values
charge = +1
multiplicity = 5
⟨S²⟩ = 6.0256
gap between HOMO and LUMO (spin up / spin down) = 8.2 / 5.8 eV

Geometry (Å):
Rh  -0.1179  -1.9099  -0.1964
O  1.6135  -1.1607  -0.7969
C  1.9444  -0.1934  -1.6258
C  3.1843  0.4451  -1.4473
C  3.5817  1.4446  -2.3031
C  2.7697  1.8490  -3.3711
C  1.5545  1.2363  -3.5543
C  1.1153  0.2147  -2.6921
C  -0.1619  -0.3855  -2.9703
N  -0.7325  -1.3179  -2.2977
C  -2.0461  -1.7648  -2.7570
C  -2.4702  -2.9996  -1.9818
N  -2.0929  -2.8742  -0.5852
C  -2.9238  -3.2282  0.3232
C  -2.6534  -3.2964  1.7359
C  -3.7179  -3.6184  2.5943
C  -3.5188  -3.7678  3.9462
C  -2.2279  -3.6209  4.4681
C  -1.1611  -3.3256  3.6511
C  -1.3570  -3.1440  2.2727
O  -0.3130  -2.8555  1.5247
H  3.8088  0.1205  -0.6262
H  4.5425  1.9198  -2.1504
H  3.0996  2.6266  -4.0453
H  0.9160  1.5281  -4.3796
H  -0.6705  0.0052  -3.8565
H  -1.9980  -2.0147  -3.8194
H  -2.7746  -0.9589  -2.6326
H  -1.9567  -3.8763  -2.3849
H  -3.5459  -3.1653  -2.0865
H  -3.9263  -3.5420  0.0201
H  -4.7065  -3.7520  2.1717
H  -4.3462  -4.0092  4.5979
H  -2.0631  -3.7490  5.5298
H  -0.1583  -3.2198  4.0408
C  4.1621  4.2732  0.8603
C  2.8612  3.5404  0.6976
C  2.4925  2.5266  1.5794
C  1.3025  1.8368  1.4210
C  0.4724  2.1731  0.3622
C  0.8204  3.1656  -0.5421
C  2.0095  3.8503  -0.3609
S  -1.0532  1.2976  0.1323
C  -2.0708  2.1402  1.3340
O  -0.8369  -0.0647  0.7846
H  4.6619  3.9964  1.7865
H  4.0047  5.3519  0.8653
H  4.8367  4.0476  0.0320
H  3.1500  2.2711  2.4011
H  1.0263  1.0362  2.0951
H  0.1769  3.3966  -1.3832
H  2.2894  4.6280  -1.0608
H  -1.5991  2.0323  2.3092
H  -3.0530  1.6725  1.3208
H  -2.1433  3.1888  1.0493


A structure of composition C24H24N2O7S. Source: the OMol25 dataset; level of theory: ωB97M-V/def2-TZVPD.

Calculated values
charge = 0
gap between HOMO and LUMO = 6.4 eV

Geometry (Å):
C  4.3561  1.1022  -5.2401
H  4.4967  1.8414  -4.5147
H  4.2471  1.4016  -6.1865
H  5.0074  0.2338  -5.2574
O  2.8825  0.6126  -5.3008
C  2.6788  0.1285  -3.9952
C  1.3951  -0.0556  -3.9141
C  0.6394  -0.8915  -2.8132
C  1.4684  -1.1898  -1.7133
C  2.7828  -0.8033  -1.7154
C  3.5447  -0.4003  -2.7099
O  4.8294  -0.1385  -2.9119
C  5.4155  -0.1391  -1.8663
H  5.6281  -1.2933  -1.3602
H  5.0903  0.2832  -0.9309
H  6.6513  0.2642  -1.9470
H  3.3716  -0.9345  -0.8960
N  1.0257  -1.5827  -0.4721
S  1.4760  -1.0172  1.0493
O  2.9070  -1.4881  1.3789
O  1.5641  0.4361  0.6280
C  0.5647  -1.2843  2.2974
C  -0.4472  -0.3720  2.7606
C  -1.3056  -0.5827  3.7035
C  -1.6038  -2.2278  4.1152
C  -0.6766  -2.9024  3.7623
C  0.2754  -2.4448  2.6388
H  1.0667  -3.4300  2.5218
H  -0.5311  -3.8036  4.1106
C  -2.5930  -2.2167  5.1605
H  -3.5138  -2.6574  4.6494
H  -2.8471  -1.5355  5.6902
H  -2.3013  -3.1703  5.7758
H  -2.1869  0.1713  3.8476
H  -0.4310  0.7157  2.2023
C  -0.3141  -2.3339  -0.2532
H  -0.6718  -2.8120  -1.4618
H  -0.2524  -2.8466  0.4824
C  -1.4712  -1.2728  -0.0885
O  -2.4098  -1.7220  0.2983
N  -1.1918  0.2321  -0.2033
C  -1.7106  1.2718  0.0845
C  -1.2322  2.4500  -0.0807
C  -1.9834  3.7121  0.1349
C  -3.2777  3.3972  0.4340
C  -4.1469  2.3390  0.5411
C  -3.4142  1.2161  0.2528
H  -3.9734  0.3006  0.2677
O  -5.3698  2.3329  0.8042
C  -5.3388  3.8209  0.9341
O  -4.2777  4.4402  0.7898
H  -5.9157  4.0109  1.9599
H  -6.3885  4.1500  0.2779
H  -1.5199  4.6908  0.2723
H  -0.3068  2.5918  -0.1205
H  -0.1153  0.3579  -0.2798
H  -0.4193  -0.9695  -2.8427
H  0.7736  0.0131  -4.7506


A structure of composition C24H24N2S4V. Source: the OMol25 dataset; level of theory: ωB97M-V/def2-TZVPD.

Calculated values
charge = +2
multiplicity = 2
⟨S²⟩ = 1.1675
gap between HOMO and LUMO (spin up / spin down) = 6.0 / 5.8 eV

Geometry (Å):
V  -0.0926  1.1671  -0.2144
S  -0.6387  3.4534  0.1399
C  -0.8308  3.5936  1.8500
C  -1.7030  4.6133  2.2369
C  -1.9111  4.8154  3.5764
C  -1.3021  3.9600  4.5404
C  -0.4864  2.8963  4.0917
C  -0.2146  2.7332  2.7735
S  0.8249  1.4469  2.1235
C  2.3066  2.3328  1.4288
C  2.9200  1.7459  0.1086
C  4.3493  1.7053  -0.0828
C  4.8569  1.1909  -1.2321
C  4.0025  0.6785  -2.2128
C  2.5944  0.7645  -1.9631
C  1.5800  0.2851  -2.9678
S  -0.0062  1.1321  -2.5978
C  -1.2367  -0.0846  -2.8626
C  -1.1958  -0.9601  -3.9274
C  -2.1508  -1.9611  -4.0639
C  -3.2641  -1.9930  -3.1869
C  -3.2438  -1.1123  -2.0881
C  -2.2449  -0.1413  -1.8471
S  -2.3184  0.8890  -0.4521
N  2.0577  1.1848  -0.7568
H  -2.1844  5.2767  1.4813
H  -2.5053  5.6438  3.9587
H  -1.4732  4.0362  5.5945
H  -0.1203  2.1488  4.7805
H  2.0058  3.3813  1.2801
H  3.0671  2.3709  2.1651
H  4.9737  2.1034  0.7018
H  5.9518  1.2329  -1.3640
H  4.2504  0.3155  -3.1795
H  1.8858  0.6188  -3.9885
H  1.3640  -0.7747  -2.9415
H  -0.4156  -0.8559  -4.6534
H  -2.1921  -2.6401  -4.9328
H  -4.1214  -2.6421  -3.4119
H  -4.1039  -1.1330  -1.3620
C  -1.8092  -3.3091  1.6775
C  -0.5234  -3.3691  0.8810
C  -0.8440  -4.2328  -0.3765
C  0.6659  -3.9149  1.7214
C  -0.1966  -2.0327  0.3756
N  0.0871  -0.9837  -0.0207
H  -2.2995  -4.2903  1.7614
H  -2.4669  -2.5979  1.1792
H  -1.6269  -2.9037  2.6513
H  -0.9775  -5.3516  -0.2057
H  -0.0262  -4.2017  -1.1396
H  -1.8635  -3.8586  -0.6994
H  0.4266  -4.9904  2.0613
H  0.9339  -3.3336  2.6034
H  1.4855  -4.0482  0.9877


An isolated molecule of C24H24N4O4S. Source: the OMol25 dataset; level of theory: ωB97M-V/def2-TZVPD.

Calculated values
charge = 0
gap between HOMO and LUMO = 7.8 eV

Geometry (Å):
C  -2.7455  7.8128  -0.9892
O  -2.4558  6.5779  -0.3799
C  -1.2611  5.9758  -0.6372
C  -0.2729  6.5144  -1.4799
C  0.9188  5.8597  -1.7051
C  1.1338  4.6401  -1.0776
N  2.2043  3.7947  -1.1258
C  1.9378  2.7113  -0.3303
C  2.7734  1.5671  -0.0846
O  3.8799  1.3830  -0.5519
N  2.1732  0.6407  0.7807
C  2.9137  -0.5845  1.0515
C  2.2077  -1.7894  0.4888
C  2.1210  -2.9613  1.2283
C  1.3900  -4.0346  0.7580
C  0.7396  -3.9531  -0.4690
C  -0.1995  -5.0042  -0.9636
O  -0.2963  -5.3234  -2.1285
N  -0.9528  -5.5540  0.0317
C  -2.2259  -6.1611  -0.2533
C  -3.3775  -5.1674  0.0033
C  -3.4469  -4.6662  1.4613
C  -2.9032  -3.2381  1.3825
C  -3.2782  -2.8485  -0.0460
O  -3.1782  -4.0263  -0.8173
C  0.8878  -2.8075  -1.2423
C  1.6129  -1.7332  -0.7654
C  0.9377  0.7750  1.3611
S  0.2968  -0.3406  2.3934
N  0.2092  1.8887  1.0771
C  0.6837  2.8563  0.2395
C  0.1421  4.0861  -0.2220
C  -1.0564  4.7595  -0.0047
H  -3.7403  8.0837  -0.6392
H  -2.7583  7.7314  -2.0808
H  -2.0346  8.5888  -0.6878
H  -0.4397  7.4610  -1.9677
H  1.6653  6.2882  -2.3556
H  3.0546  3.9179  -1.6486
H  3.0360  -0.6933  2.1326
H  3.8946  -0.4557  0.5834
H  2.6024  -3.0195  2.1934
H  1.3304  -4.9382  1.3481
H  -0.8619  -5.1448  0.9493
H  -2.2157  -6.4296  -1.3116
H  -2.3676  -7.0587  0.3560
H  -4.3180  -5.6590  -0.2866
H  -4.4838  -4.6526  1.7984
H  -2.8787  -5.3020  2.1383
H  -1.8200  -3.2081  1.5082
H  -3.3502  -2.5750  2.1195
H  -4.3099  -2.4666  -0.0830
H  -2.6084  -2.1053  -0.4829
H  0.4029  -2.7672  -2.2059
H  1.7033  -0.8372  -1.3636
H  -0.6962  1.9657  1.5190
H  -1.8259  4.3632  0.6374


A structure of composition C24H24N7O4PPdS. Source: the OMol25 dataset; level of theory: ωB97M-V/def2-TZVPD.

Calculated values
charge = 0
gap between HOMO and LUMO = 7.0 eV

Geometry (Å):
Pd  1.1024  -0.9669  -0.3689
S  2.2229  4.5694  4.7198
N  2.3696  2.9638  4.7843
C  2.2234  2.5201  3.5477
C  2.2524  1.1265  3.1483
C  2.4712  0.0965  4.0604
C  2.4750  -1.2032  3.6137
C  2.2027  -1.4415  2.2753
N  1.9673  -0.4632  1.4060
C  2.0356  0.8254  1.8000
C  1.9204  1.9010  0.7926
N  1.9137  1.5441  -0.4938
C  1.7998  2.4825  -1.4136
C  1.6848  3.8400  -1.1104
C  1.7285  4.2235  0.2090
C  1.8621  3.2419  1.1917
C  1.9989  3.5502  2.6001
N  1.9766  4.7588  3.1362
H  2.6468  0.3417  5.0991
H  2.6692  -2.0337  4.2758
H  2.1751  -2.4444  1.8719
H  1.8068  2.1439  -2.4434
H  1.5832  4.5674  -1.9036
H  1.6746  5.2637  0.5018
N  2.7941  -2.0146  -0.7618
C  3.9154  -1.7419  -0.5953
C  5.2442  -1.4634  -0.3701
C  5.5439  -1.0474  0.9518
N  5.7809  -0.6838  2.0219
C  6.2144  -1.5751  -1.3925
N  7.0004  -1.6762  -2.2293
C  -3.8752  0.7090  -0.1306
C  -3.2076  1.1745  -1.4142
C  -2.3759  2.4284  -1.1989
C  -4.2220  1.3697  -2.5256
O  -2.3237  0.1162  -1.9268
P  -1.2903  -0.7319  -1.1183
O  -0.6314  0.0460  0.0290
O  -0.1687  -1.2261  -2.0256
O  -2.0727  -1.9299  -0.4524
C  -2.4058  -3.2029  -1.1077
C  -1.1598  -4.0755  -1.1101
C  -2.9243  -2.9537  -2.5154
C  -3.4900  -3.7928  -0.2239
H  -4.5595  1.4830  0.2192
H  -3.1394  0.5242  0.6531
H  -4.4434  -0.2059  -0.3002
H  -3.0289  3.2460  -0.8892
H  -1.8801  2.7146  -2.1272
H  -1.6214  2.2689  -0.4301
H  -4.9266  2.1552  -2.2503
H  -4.7777  0.4483  -2.7003
H  -3.7207  1.6565  -3.4496
H  -0.4232  -3.7090  -1.8227
H  -1.4282  -5.0997  -1.3734
H  -0.7096  -4.0837  -0.1164
H  -2.1453  -2.5416  -3.1573
H  -3.7727  -2.2687  -2.4989
H  -3.2548  -3.8998  -2.9463
H  -3.1296  -3.8946  0.7998
H  -3.7756  -4.7781  -0.5932
H  -4.3722  -3.1517  -0.2207


A structure of composition C24H25AlBeBrCl4O9. Source: the OMol25 dataset; level of theory: ωB97M-V/def2-TZVPD.

Calculated values
charge = +1
gap between HOMO and LUMO = 2.2 eV

Geometry (Å):
O  6.9488  -0.8552  0.4152
C  6.0228  -1.1089  -0.2745
O  5.0088  -0.2329  -0.5612
C  5.4981  1.1320  -0.8816
C  4.5082  1.7821  -1.8294
C  3.2631  2.3456  -1.1241
C  2.2524  1.2561  -0.9552
C  0.8315  1.6074  -0.6063
C  0.3109  2.8936  -0.6701
C  -1.0259  3.1529  -0.3771
C  -1.8488  2.1054  0.0077
C  -1.3163  0.8252  0.1296
C  0.0014  0.5754  -0.1846
C  -2.2132  -0.2622  0.5962
O  -1.8333  -1.0984  1.3901
C  -3.5824  -0.1850  0.0358
C  -4.2700  -1.3260  -0.3468
C  -5.5370  -1.1832  -0.9008
C  -6.0843  0.0850  -1.0356
C  -5.3986  1.2277  -0.6462
C  -4.1286  1.0944  -0.1105
C  -3.3017  2.2634  0.3073
O  -3.7533  3.2250  0.8681
H  5.9282  -2.0876  -0.7545
H  5.6418  1.7152  0.0226
H  6.4373  1.0087  -1.4101
H  4.2106  0.9836  -2.5125
H  5.0187  2.5314  -2.4265
H  3.5776  2.5642  -0.0764
H  2.9110  3.2257  -1.6466
H  2.6647  0.6551  -0.1441
H  2.2014  0.6229  -1.8451
H  0.9351  3.7254  -0.9595
H  -1.4262  4.1526  -0.4387
H  0.3724  -0.4401  -0.1059
H  -3.7899  -2.2846  -0.2293
H  -6.0524  -2.0734  -1.2216
H  -7.0688  0.1729  -1.4699
H  -5.8434  2.2040  -0.7613
C  -4.5737  -2.4023  -4.3572
O  -3.8719  -2.4845  -5.3520
O  -5.7212  -1.9040  -4.3158
O  -4.2621  -2.8011  -3.2109
C  -2.2621  -1.2337  4.9728
C  -1.0642  -0.5085  5.5380
O  0.1797  -0.8455  4.8719
H  -2.1439  -2.3123  5.0656
H  -3.1712  -0.9301  5.4891
H  -2.3562  -0.9960  3.9113
H  -0.9191  -0.7115  6.5982
H  -1.2444  0.5953  5.4088
H  0.0609  -0.6705  3.9192
Be  0.5041  1.0263  5.3722
C  5.1717  1.0822  2.8432
O  3.9325  1.5803  2.9825
H  5.8309  1.0896  3.7323
H  5.2256  0.0201  2.4906
H  5.8125  1.6080  2.1024
C  -1.7085  -5.6570  -5.5924
Cl  -0.8976  -7.1862  -5.2529
Cl  -3.4430  -5.9350  -5.7655
Cl  -1.4259  -4.5330  -4.2520
Cl  -1.0680  -4.9623  -7.0804
Al  3.1151  -0.6562  0.9793
Br  4.2295  3.7325  1.6350


A structure of composition C24H25As2N3O8Ti. Source: the OMol25 dataset; level of theory: ωB97M-V/def2-TZVPD.

Calculated values
charge = -2
multiplicity = 3
⟨S²⟩ = 2.0172
gap between HOMO and LUMO (spin up / spin down) = 4.4 / 7.5 eV

Geometry (Å):
Ti  0.5187  1.0350  0.1442
O  -3.1612  -0.4561  0.8898
C  -2.2067  0.2703  0.6364
O  -0.9746  -0.1861  0.3558
C  -2.2664  1.7350  0.5312
C  -3.3705  2.5751  0.5771
C  -3.2030  3.9112  0.3049
C  -1.8722  4.4356  -0.0159
C  -0.8401  3.5888  -0.0180
N  -1.0147  2.2756  0.2522
C  0.6441  3.8990  -0.2931
O  1.0116  5.0063  -0.6359
O  1.3963  2.8595  -0.1208
H  -4.3421  2.1521  0.8106
H  -4.0561  4.5767  0.3136
H  -1.7048  5.4838  -0.2479
C  -0.0328  -2.2886  2.5605
As  0.2371  -2.8344  0.6874
C  1.1589  -4.5125  1.1376
C  -1.5819  -3.6685  0.4765
C  -1.9962  -4.6608  1.3790
C  -3.2719  -5.2124  1.3399
C  -4.1867  -4.7651  0.3833
C  -3.7979  -3.7848  -0.5194
C  -2.5096  -3.2330  -0.4934
As  -2.0391  -1.8643  -1.8367
C  -3.7897  -0.9647  -1.9278
C  -2.3667  -3.0458  -3.3704
H  -0.6097  -3.0419  3.0966
H  -0.5780  -1.3452  2.5738
H  0.9347  -2.1526  3.0420
H  0.7350  -5.0274  2.0051
H  2.1942  -4.2323  1.3596
H  1.1480  -5.1857  0.2780
H  -1.3056  -5.0154  2.1359
H  -3.5570  -5.9729  2.0586
H  -5.1933  -5.1687  0.3517
H  -4.5187  -3.4306  -1.2517
H  -4.4815  -1.4871  -2.5916
H  -3.6475  0.0537  -2.2975
H  -4.1949  -0.9074  -0.9123
H  -3.3293  -3.5566  -3.2891
H  -1.5691  -3.7900  -3.4453
H  -2.3565  -2.4341  -4.2782
O  3.0764  -1.4978  1.7498
C  2.4488  -0.5198  1.4622
O  2.0508  -0.2046  0.2320
C  1.9494  0.5325  2.5374
O  2.4762  0.5807  3.6192
O  0.9485  1.2423  2.1021
N  2.9159  1.0890  -2.2456
C  1.7026  1.5787  -2.6592
C  1.6508  2.4584  -3.7523
C  0.4601  2.8586  -4.2324
C  -0.6913  2.3799  -3.6344
C  -0.5811  1.5499  -2.5393
N  0.5951  1.1438  -2.0293
H  3.6550  1.7647  -2.2926
H  2.8929  0.5958  -1.3629
H  2.5773  2.8118  -4.1862
H  0.4131  3.5493  -5.0716
H  -1.6730  2.6572  -3.9892
H  -1.4619  1.1757  -2.0421


A cluster of 2 separate species, C24H25BCl3NO in total. Source: the OMol25 dataset; level of theory: ωB97M-V/def2-TZVPD.

Calculated values
charge = 0
gap between HOMO and LUMO = 6.8 eV

Geometry (Å):
Cl  2.9251  -3.2295  4.2143
B  2.2066  -1.8892  3.1922
Cl  1.5206  -0.5297  4.3001
Cl  3.3505  -1.1686  1.9099
O  1.0417  -2.5042  2.4050
C  -0.0388  -1.8551  2.1478
C  -1.2046  -2.0476  2.9557
C  -1.9816  -0.9238  3.3465
C  -2.9481  -1.0790  4.3317
C  -3.1688  -2.3346  4.9109
C  -2.4462  -3.4541  4.4731
C  -1.4620  -3.3255  3.5120
H  -0.0010  -1.0506  1.4055
H  -1.7803  0.0613  2.9110
H  -3.5374  -0.2207  4.6642
H  -3.9142  -2.4470  5.6973
H  -2.6392  -4.4452  4.8809
H  -0.8389  -4.1666  3.1987
C  -0.7026  3.7493  -4.8285
C  -1.5455  3.8863  -3.7216
C  -1.4510  3.0027  -2.6450
C  -0.4752  2.0056  -2.6564
C  -0.2760  1.1529  -1.4024
C  0.7276  1.7691  -0.4375
C  0.6770  1.4589  0.9294
C  1.8072  1.6539  1.7110
C  2.9709  2.1860  1.1493
C  2.9336  2.7170  -0.1388
C  1.7767  2.5715  -0.9134
C  0.3022  -0.2294  -1.7558
C  -0.5044  -0.9815  -2.8174
C  -0.2634  -2.4629  -2.5065
C  0.3069  -2.5238  -1.0790
N  0.4043  -1.1301  -0.6220
C  0.3667  1.8574  -3.7606
C  0.2496  2.7286  -4.8478
H  -0.7757  4.4397  -5.6717
H  -2.2880  4.6795  -3.6940
H  -2.1172  3.0782  -1.7835
H  -1.2559  0.9802  -0.9177
H  -0.2424  1.0685  1.3715
H  1.7887  1.3328  2.7498
H  3.8944  2.1782  1.7259
H  3.8065  3.2171  -0.5619
H  1.7137  3.0550  -1.8938
H  1.3359  -0.0791  -2.1314
H  -1.5604  -0.7138  -2.6909
H  -0.1875  -0.6952  -3.8251
H  -1.1894  -3.0391  -2.5664
H  0.4627  -2.8732  -3.2160
H  -0.3554  -3.0955  -0.4168
H  1.2912  -3.0197  -1.0441
H  1.2569  -0.9711  -0.0843
H  1.1229  1.0678  -3.7659
H  0.9111  2.5881  -5.6978


no.,electronic energy (Ha)
1,-1772.62647
2,-1962.40416
3,-3574.69820
4,-1847.19377
5,-2480.78974
6,-6277.96550
7,-7017.03366
8,-2465.05860